[1]
The following is a quantum chemistry calculation of a molecular structure, C31H26Cl3GeMnN6OS3, from OMol25.

Last column: Mulliken spin population.
CARTESIAN COORDINATES (ANGSTROEM)
Mn: 0.0796 0.1989 1.0535  3.9775
C: -2.7602 -2.4592 -1.0406  -0.0053
C: -1.5578 -1.9857 -0.2754  0.0339
N: -1.4697 -0.7158 0.0736  -0.0180
N: -2.5797 0.0445 -0.2435  0.0243
C: -2.5712 1.2766 0.0998  -0.0309
S: -1.2395 2.0302 0.9634  -0.0200
S: -3.9126 2.3331 -0.1927  0.0045
C: -4.8386 1.4432 -1.5126  -0.0033
C: -4.2953 1.8005 -2.8662  -0.0004
C: -4.8813 2.8272 -3.5993  -0.0001
C: -4.3368 3.2273 -4.8100  0.0002
C: -3.1987 2.6055 -5.2998  -0.0001
C: -2.6216 1.5645 -4.5866  0.0002
C: -3.1675 1.1623 -3.3779  -0.0005
C: -0.5579 -2.9642 0.0776  0.0272
C: -0.7890 -4.3354 -0.1573  -0.0005
C: 0.1304 -5.2950 0.1823  0.0092
C: 1.3504 -4.9168 0.7497  0.0001
C: 1.6208 -3.5908 0.9870  0.0189
C: 0.6763 -2.5996 0.6772  -0.0045
O: 0.9665 -1.3527 0.9480  -0.0126
H: -3.2435 -1.6324 -1.5432  0.0010
H: -3.4859 -2.8982 -0.3513  0.0015
H: -2.4828 -3.2084 -1.7774  0.0012
H: -5.8638 1.7874 -1.3914  -0.0001
H: -4.7752 0.3835 -1.2804  0.0008
H: -5.7674 3.3200 -3.2158  -0.0001
H: -4.8011 4.0299 -5.3677  0.0000
H: -2.7643 2.9295 -6.2362  0.0000
H: -1.7436 1.0634 -4.9739  0.0000
H: -2.7162 0.3483 -2.8246  0.0009
H: -1.7182 -4.6539 -0.6090  0.0011
H: -0.0901 -6.3400 0.0147  0.0008
H: 2.0858 -5.6684 1.0050  -0.0004
H: 2.5554 -3.2723 1.4298  0.0022
N: 10.4855 0.0095 -0.9420  0.0003
C: 9.4024 0.1831 -0.6011  -0.0002
C: 8.0514 0.3949 -0.1768  0.0007
C: 7.7881 1.0491 1.0240  -0.0003
C: 6.4842 1.2516 1.4336  0.0014
C: 5.4304 0.7928 0.6522  -0.0013
C: 5.6898 0.1334 -0.5439  0.0021
C: 6.9927 -0.0583 -0.9601  0.0000
N: 4.0872 0.9935 1.0792  0.0099
C: 3.6746 1.3096 2.3586  -0.0189
C: 2.3260 1.4227 2.3120  0.0370
N: 1.9026 1.1973 1.0118  -0.0032
C: 2.9873 0.9303 0.3102  0.0130
H: 8.6065 1.4037 1.6346  0.0000
H: 6.3004 1.7856 2.3542  0.0001
H: 4.8813 -0.2497 -1.1508  0.0003
H: 7.1921 -0.5690 -1.8917  0.0000
H: 4.3383 1.3959 3.1979  -0.0003
H: 1.6499 1.7204 3.0959  -0.0011
H: 2.9990 0.7692 -0.7533  -0.0142
S: -0.5243 -0.0483 3.5498  0.0416
C: -2.1203 -0.5586 3.2251  0.0065
N: -3.1061 0.3675 3.1436  0.0077
C: -4.4029 0.0679 2.9133  0.0036
C: -4.7865 -1.2290 2.7528  0.0086
C: -3.8056 -2.2340 2.8199  0.0007
C: -2.4922 -1.9027 3.0409  0.0071
H: -2.8199 1.3337 3.2532  -0.0060
H: -5.0945 0.8964 2.8687  0.0006
H: -5.8242 -1.4740 2.5856  0.0007
H: -4.0913 -3.2716 2.7038  0.0001
H: -1.7109 -2.6470 3.0910  -0.0006
Cl: 2.8865 4.0966 -0.8094  0.1368
Ge: 0.7901 3.9995 -0.0777  0.5371
Cl: -0.3393 5.4917 -1.1954  0.1205
Cl: 0.9356 4.7590 1.9618  0.1006

Summary:
- LUMO (spin up / spin down) (Eh) = -0.154 / -0.168
- total charge = +1
- multiplicity = 6
- gap between HOMO and LUMO (spin up / spin down) (eV) = 6.34 / 6.52
- energy relative to the best compared isomer or geometry (same formula, charge and spin) (eV) = 0.078
- highest occupied orbital energy (spin up / spin down) (eV) = -10.53 / -11.08
- F_max (eV/Å) = 0.97

[2]
The following is a quantum chemistry calculation of a molecular structure, C31H26N2OP2PdS2 in a non-equilibrium geometry, from OMol25.

Last column: natural (NBO) charge in e.
CARTESIAN COORDINATES (ANGSTROEM)
Pd: -1.6441 -2.1587 -1.5600  0.3167
S: -1.8897 -0.8185 2.6671  -0.7850
P: -0.9312 0.4098 1.3556  1.4170
C: -0.6744 -0.1647 -0.1667  -1.6101
P: 0.4409 -0.1433 -1.4348  1.4083
S: -0.1350 -0.9344 -3.1803  -0.6849
C: 1.8864 -1.2038 -1.0587  -0.3581
C: 1.5370 -2.2617 -0.2265  -0.1925
C: 2.5110 -3.1477 0.2132  -0.2095
C: 3.8369 -2.9712 -0.1681  -0.2434
C: 4.1875 -1.9008 -1.0414  -0.2309
C: 3.1886 -1.0146 -1.4942  -0.2114
C: 1.3189 1.4746 -1.7403  -0.3439
C: 2.2116 2.0035 -0.8166  -0.2056
C: 2.7800 3.2476 -1.0165  -0.2152
C: 2.5631 3.9867 -2.1667  -0.2366
C: 1.7812 3.3788 -3.1299  -0.2275
C: 1.2089 2.1393 -2.9416  -0.2049
C: 0.5369 1.2008 2.2731  -0.3306
C: 0.5724 2.4506 2.9146  -0.2094
C: 1.6843 2.9225 3.5314  -0.2308
C: 2.8928 2.2822 3.4256  -0.2353
C: 2.9475 1.0153 2.8288  -0.2514
C: 1.7638 0.5041 2.2503  -0.1432
C: -1.9377 1.9856 1.2756  -0.3303
C: -1.6188 2.7648 0.2276  -0.2133
C: -2.4514 3.8928 -0.0662  -0.1991
C: -3.5342 4.2170 0.7307  -0.2514
C: -3.7169 3.4555 1.8988  -0.2286
C: -2.9380 2.3776 2.1604  -0.2092
H: 0.5324 -2.3785 0.1239  0.2594
H: 2.1438 -3.8882 0.9194  0.2052
H: 4.5778 -3.6483 0.2020  0.1905
H: 5.2308 -1.7163 -1.2222  0.1904
H: 3.4204 -0.1133 -2.0242  0.2135
H: 2.4692 1.3615 0.0084  0.2289
H: 3.4503 3.5566 -0.2583  0.1962
H: 3.0670 4.9119 -2.3143  0.1948
H: 1.7237 3.8373 -4.0696  0.1890
H: 0.6840 1.6204 -3.7241  0.2377
H: -0.3380 3.0404 2.9024  0.2179
H: 1.6740 3.8954 3.9284  0.1902
H: 3.8108 2.6897 3.8084  0.1892
H: 3.9567 0.5838 2.6870  0.2035
H: 1.7696 -0.4919 1.8327  0.2204
H: -0.9498 2.4275 -0.5512  0.2442
H: -2.4033 4.3761 -1.0688  0.1945
H: -4.1200 5.1040 0.5459  0.1922
H: -4.4736 3.7722 2.6145  0.1884
H: -3.1377 1.7385 2.9822  0.2347
N: -4.2147 -2.6774 0.8781  -0.8290
C: -4.2882 -3.2915 -0.3134  0.6726
O: -5.3623 -3.5350 -0.8680  -0.6773
C: -2.9890 -3.7425 -0.8978  -0.2467
C: -2.7914 -3.8500 -2.3391  -0.3448
C: -1.7069 -4.6707 -2.8168  0.0611
N: -0.8638 -5.3028 -2.0743  -0.4853
C: -1.1284 -5.2779 -0.7150  -0.0684
C: -2.1171 -4.5646 -0.1201  -0.2387
H: -5.0182 -2.1762 1.2272  0.3851
H: -3.3411 -2.1963 1.0819  0.4367
H: -3.6796 -3.4729 -2.8969  0.2414
H: -1.4780 -4.5907 -3.8784  0.1727
H: -0.3451 -5.7237 -0.0882  0.1719
H: -2.1427 -4.5963 0.9538  0.2178

Summary:
- LUMO (spin up / spin down) (Eh) = 0.166 / 0.166
- total charge = -2
- gap between HOMO and LUMO (spin up / spin down) (eV) = 5.49 / 5.49
- highest occupied orbital energy (spin up / spin down) (eV) = -0.97 / -0.97
- F_max (eV/Å) = 3.46

[3]
The following is a quantum chemistry calculation of a molecular structure, C31H26N6O2S4Ti in a non-equilibrium geometry, from OMol25.

Last column: Mulliken spin population.
CARTESIAN COORDINATES (ANGSTROEM)
Ti: -0.7355 -0.1233 -0.1055  1.1620
N: -3.1543 3.3880 0.8771  0.0264
C: -2.1740 2.5038 0.4533  0.0633
S: -1.2788 1.6794 1.6799  -0.0205
N: -1.9243 2.4449 -0.8210  -0.0407
N: -1.0041 1.5156 -1.1787  0.1989
C: -0.3320 1.6891 -2.3256  0.1826
C: -0.6357 2.7576 -3.2931  -0.0620
C: 0.3294 3.7123 -3.6298  0.0244
C: 0.0576 4.7037 -4.5508  -0.0108
C: -1.1810 4.7550 -5.1732  0.0169
C: -2.1457 3.8086 -4.8559  -0.0086
C: -1.8828 2.8257 -3.9222  0.0225
C: 0.7171 0.7595 -2.5326  0.1307
C: 1.5641 0.7279 -3.6653  0.0520
C: 2.5092 -0.2546 -3.7791  0.0239
C: 2.5890 -1.2319 -2.7784  0.1320
C: 1.7254 -1.1498 -1.7034  -0.0262
N: 0.8281 -0.1894 -1.5488  0.0771
H: -3.5150 3.1319 1.7854  0.0017
H: -3.8657 3.5517 0.1777  -0.0020
H: 1.2920 3.6741 -3.1396  0.0038
H: 0.8114 5.4480 -4.7820  -0.0010
H: -1.3888 5.5263 -5.9034  0.0025
H: -3.1091 3.8382 -5.3521  -0.0002
H: -2.6285 2.0812 -3.6821  -0.0051
H: 1.4459 1.4784 -4.4332  0.0196
H: 3.1740 -0.2916 -4.6342  0.0018
H: 3.3054 -2.0343 -2.8380  0.0079
H: 1.7543 -1.9053 -0.9283  -0.0152
S: -1.3974 -1.8526 -1.8589  -0.0072
C: -3.1352 -1.9784 -1.9069  -0.0020
C: -3.7318 -2.8201 -2.8414  0.0037
C: -5.1067 -2.9131 -2.9586  -0.0017
C: -5.9154 -2.1522 -2.1264  0.0046
C: -5.3422 -1.3296 -1.1744  -0.0017
C: -3.9600 -1.2301 -1.0399  0.0068
S: -3.2744 -0.1914 0.1717  -0.0302
H: -3.0780 -3.4009 -3.4782  0.0010
H: -5.5478 -3.5778 -3.6956  -0.0002
H: -6.9931 -2.2082 -2.2167  0.0006
H: -5.9592 -0.7393 -0.5108  -0.0003
C: 4.5471 -0.2507 7.1458  0.0000
C: 4.0743 -0.2482 5.7160  -0.0003
C: 3.0039 0.5436 5.2927  0.0010
C: 2.5744 0.5283 3.9800  0.0004
C: 3.2165 -0.2863 3.0544  0.0008
C: 4.2931 -1.0696 3.4560  -0.0001
C: 4.7161 -1.0539 4.7676  0.0003
S: 2.7211 -0.3197 1.3156  0.0121
O: 3.1243 0.9530 0.7621  -0.0011
O: 3.3984 -1.4792 0.7531  0.0031
N: 1.1195 -0.4389 1.1982  -0.0046
C: 0.5145 -1.5579 1.6336  0.0590
C: 1.0505 -2.5166 2.4996  -0.0374
C: 0.2426 -3.5563 2.9372  0.0488
C: -1.0751 -3.6268 2.4955  -0.0269
C: -1.5219 -2.6845 1.5930  0.0664
N: -0.7525 -1.6761 1.1550  -0.0650
H: 4.0833 0.5544 7.7131  0.0000
H: 5.6308 -0.1291 7.1896  0.0000
H: 4.3100 -1.1942 7.6456  0.0000
H: 2.5040 1.1828 6.0096  -0.0001
H: 1.7379 1.1266 3.6493  0.0009
H: 4.7735 -1.6988 2.7211  0.0001
H: 5.5543 -1.6653 5.0759  0.0000
H: 2.0769 -2.4370 2.8123  -0.0031
H: 0.6388 -4.2921 3.6238  0.0076
H: -1.7349 -4.4143 2.8327  -0.0001
H: -2.5311 -2.7183 1.1914  0.0075

Summary:
- LUMO (spin up / spin down) (Eh) = 0.142 / 0.142
- total charge = -2
- multiplicity = 3
- gap between HOMO and LUMO (spin up / spin down) (eV) = 3.95 / 4.77
- energy relative to the best compared isomer or geometry (same formula, charge and spin) (eV) = 0.939
- highest occupied orbital energy (spin up / spin down) (eV) = -0.07 / -0.90
- F_max (eV/Å) = 2.99

[4]
The following is a quantum chemistry calculation of a molecular structure, C31H26N6O8SV in a non-equilibrium geometry, from OMol25.

Last column: Mulliken spin population.
CARTESIAN COORDINATES (ANGSTROEM)
V: -0.3451 -1.4263 0.3202  1.9620
O: 0.0848 -3.7264 3.8530  0.0045
C: 0.1310 -3.1656 2.6768  -0.0096
O: -0.7580 -2.3331 2.3105  -0.0034
C: 1.2637 -3.5107 1.7646  0.0207
C: 2.5115 -4.0268 2.1573  -0.0097
C: 3.4661 -4.2128 1.1435  0.0093
C: 3.2802 -3.7294 -0.1666  -0.0077
C: 2.0151 -3.2232 -0.4446  0.0253
N: 1.0452 -3.1114 0.5278  -0.0119
C: 1.6465 -2.6996 -1.7713  -0.0089
O: 2.1782 -2.8855 -2.8537  0.0019
O: 0.4250 -1.9088 -1.5910  0.0059
H: -0.7547 -3.4154 4.2850  -0.0001
H: 2.7250 -4.3919 3.1404  0.0002
H: 4.4343 -4.5848 1.4203  0.0004
H: 4.0473 -3.6854 -0.8894  -0.0001
N: 2.7025 2.8494 5.9405  0.0002
C: 2.1004 2.3887 4.7583  0.0006
C: 2.2892 1.0634 4.2751  0.0018
C: 1.8480 0.6676 3.0748  -0.0012
C: 1.1772 1.5887 2.2501  0.0060
C: 0.8593 2.9364 2.7009  0.0004
C: 1.4706 3.3027 3.9176  0.0002
S: 0.7292 1.1800 0.5870  -0.0084
O: 1.1912 2.2682 -0.2338  -0.0045
O: 1.2978 -0.2041 0.3840  0.0010
N: -0.8145 0.6505 0.2237  0.0118
C: -2.0217 1.1558 0.7118  0.0321
N: -3.0953 0.3794 0.6370  -0.0043
C: -4.2033 0.7179 1.3139  0.0033
C: -4.3118 1.9234 1.9470  -0.0012
C: -3.2060 2.8050 1.8423  0.0009
N: -2.0448 2.4022 1.2761  -0.0016
H: 2.9888 2.1127 6.5943  0.0000
H: 2.2273 3.5713 6.4851  0.0000
H: 2.9311 0.4129 4.8468  0.0001
H: 2.0144 -0.3565 2.6443  0.0093
H: 0.2938 3.6873 2.1261  0.0002
H: 1.4252 4.3265 4.2473  0.0000
H: -4.8921 -0.1544 1.3788  0.0001
H: -5.2141 2.1121 2.4982  -0.0001
H: -3.2515 3.7079 2.4661  0.0000
C: 3.5146 1.0803 -2.1797  0.0002
O: 2.2968 0.6549 -2.9051  -0.0004
C: 1.2158 1.5318 -2.9318  -0.0031
C: 1.2719 2.8789 -2.8155  0.0006
C: 0.0521 3.5756 -3.1043  0.0007
C: -1.1586 2.8932 -3.3228  0.0001
C: -1.1282 1.5329 -3.4519  0.0005
C: 0.0568 0.7907 -3.3179  0.0038
N: 0.1969 -0.5137 -3.5839  0.0008
C: -0.4152 -1.6534 -2.9136  -0.0028
C: -1.8778 -1.5293 -2.6645  0.0011
C: -2.6679 -1.1581 -3.7614  0.0106
C: -4.0593 -1.1572 -3.6703  -0.0060
C: -4.6707 -1.4973 -2.4364  0.0041
C: -3.8940 -1.8536 -1.3661  -0.0002
C: -2.4741 -1.9463 -1.5050  0.0173
O: -1.8278 -2.4048 -0.4305  -0.0525
H: 4.2186 0.2386 -2.2658  0.0000
H: 3.2641 1.2629 -1.1234  0.0002
H: 3.9740 2.0076 -2.6463  0.0000
H: 2.1339 3.3844 -2.4353  -0.0001
H: 0.1026 4.6740 -3.2840  0.0000
H: -2.0758 3.4664 -3.3585  0.0001
H: -2.0860 1.0407 -3.7316  -0.0001
H: 1.1240 -0.7863 -3.9883  -0.0010
H: -0.0621 -2.5732 -3.4225  0.0008
H: -2.2099 -0.8797 -4.6900  -0.0004
H: -4.6241 -0.9389 -4.6011  -0.0001
H: -5.7237 -1.3302 -2.4202  -0.0001
H: -4.3538 -2.2485 -0.4484  0.0007

Summary:
- LUMO (spin up / spin down) (Eh) = -0.161 / -0.164
- total charge = +1
- multiplicity = 3
- gap between HOMO and LUMO (spin up / spin down) (eV) = 5.25 / 5.16
- energy relative to the best compared isomer or geometry (same formula, charge and spin) (eV) = 0.000
- highest occupied orbital energy (spin up / spin down) (eV) = -9.62 / -9.62
- F_max (eV/Å) = 5.50

- What is the F_max in the fourth record?
  5.50 eV/Å